Run a
# C5H10NO3

2 unconnected molecules or ions with the total composition C5H10NO3 (wB97M-V/def2-TZVPD, OMol25).

CARTESIAN COORDINATES (ANGSTROEM)
C 0.53 -2.09 0.27
C -0.47 -2.45 -0.81
C -0.03 -1.55 1.56
O -0.95 -2.14 2.12
N 0.41 -0.33 1.94
H 1.20 -2.90 0.57
H 1.13 -1.33 -0.24
H -0.90 -1.50 -1.13
H 0.18 0.01 2.86
H 0.62 0.38 1.23
H -1.32 -3.08 -0.54
H 0.01 -2.91 -1.68
C -0.69 3.01 -0.97
C 0.80 2.67 -0.71
O 1.61 3.27 -1.43
O 1.03 1.82 0.19
H -0.86 3.21 -2.03
H -0.97 3.80 -0.28
H -1.32 2.11 -0.93

Results
- Total charge: -1
- HOMO energy: -4.518 eV
- M: 132.1 g/mol
- Gap between HOMO and LUMO: 8.19 eV

=====

Run b
# C5H10NO3

2 unconnected molecules or ions with the total composition C5H10NO3 (wB97M-V/def2-TZVPD, OMol25).

CARTESIAN COORDINATES (ANGSTROEM)
C 0.74 -2.52 0.87
C 0.76 -2.24 -0.65
O 0.11 -3.01 -1.38
O 1.42 -1.22 -1.01
H -0.31 -2.54 1.16
H 1.38 -1.75 1.32
H 1.14 -3.48 1.18
C -0.87 0.77 0.01
C -1.95 1.70 -0.59
C 0.28 1.59 0.50
O 0.22 2.37 1.43
N 1.45 1.50 -0.20
H -1.23 0.20 0.87
H -0.48 0.12 -0.76
H -2.26 1.38 -1.60
H 2.16 2.10 0.22
H 1.80 0.64 -0.62
H -1.54 2.69 -0.80
H -2.83 1.70 0.05

Results
- Total charge: -1
- HOMO energy: -4.489 eV
- M: 132.1 g/mol
- Gap between HOMO and LUMO: 8.31 eV

=====

It turns out run b is the most stable, with the second structure 0.0035 hartree higher.

=====

Run a
# CH6N2O2

CH6N2O2 in the gas phase (wB97M-V/def2-TZVPD, OMol25).

CARTESIAN COORDINATES (ANGSTROEM)
C -0.22 0.97 0.37
N -1.13 0.23 -0.47
N 1.28 -0.77 -0.36
O 0.77 0.17 0.90
O -1.82 -0.82 0.13
H -1.13 -1.38 0.54
H -0.94 0.09 -1.46
H 2.01 -0.23 -0.84
H 1.78 -1.40 0.25
H 0.19 1.77 -0.26
H -0.80 1.37 1.21

Results
- HOMO energy: -8.750 eV
- M: 78.1 g/mol
- SMILES: NOCNO
- Gap between HOMO and LUMO: 9.54 eV

=====

Run b
# CH6N2O2

A molecular structure, CH6N2O2 (wB97M-V/def2-TZVPD, OMol25).

CARTESIAN COORDINATES (ANGSTROEM)
C 0.17 0.12 -0.19
N 1.56 -0.02 -0.50
N -0.48 -1.13 0.05
O -0.10 1.41 0.11
O -0.97 1.00 -0.86
H -1.75 1.05 1.44
H -1.33 0.56 1.87
H 2.05 0.88 -0.64
H 1.72 -0.63 -1.32
H -0.79 -1.59 -0.82
H -0.08 -1.63 0.86

Results
- HOMO energy: -9.212 eV
- M: 78.1 g/mol
- Gap between HOMO and LUMO: 9.98 eV

=====

Run c
# CH6N2O2

2 unconnected molecules or ions with the total composition CH6N2O2 (wB97M-V/def2-TZVPD, OMol25).

CARTESIAN COORDINATES (ANGSTROEM)
C 0.84 -1.34 0.38
N -1.49 1.24 0.12
N 0.37 0.05 -1.36
O -0.17 -0.92 -0.52
O -0.64 1.64 -0.77
H 1.73 -1.64 -0.14
H 0.30 -1.92 1.14
H 1.28 -0.41 0.78
H -0.95 1.02 0.92
H -1.92 0.36 -0.21
H -0.35 0.00 -2.18

Results
- HOMO energy (alpha / beta): -9.110 / -8.928 eV
- M: 78.1 g/mol
- Gap between HOMO and LUMO (alpha / beta): 9.61 / 9.36 eV

=====

It turns out run a is the most stable, with the second structure 0.0518 hartree higher.

=====

Run a
# C10H11NO

C10H11NO in the gas phase (wB97M-V/def2-TZVPD, OMol25).

CARTESIAN COORDINATES (ANGSTROEM)
C 0.45 2.23 2.80
C 0.47 1.40 1.53
C 0.75 2.07 0.30
C 0.80 1.32 -0.90
C 0.40 0.01 -0.88
C 0.38 -0.82 -2.17
C -0.82 -1.76 -2.09
C -0.85 -1.92 0.34
C -0.06 -0.58 0.31
C -0.01 0.08 1.54
H 0.92 3.25 2.58
H -0.65 2.40 2.89
H 0.88 1.70 3.71
H 1.04 3.11 0.14
H 1.26 1.80 -1.75
H 0.20 -0.19 -3.07
H 1.13 -1.59 -2.30
H -0.73 -2.50 -2.86
H -1.72 -1.18 -2.37
H -1.63 -3.35 -0.89
H -0.08 -0.44 2.52
N -1.02 -2.59 -0.82
O -1.11 -2.44 1.45

Results
- HOMO energy: -8.906 eV
- M: 161.2 g/mol
- SMILES: Cc1ccc2c(c1)C(=O)NCC2
- Gap between HOMO and LUMO: 9.56 eV

=====

Run b
# C10H11NO

C10H11NO in the gas phase (wB97M-V/def2-TZVPD, OMol25).

CARTESIAN COORDINATES (ANGSTROEM)
C 2.56 -0.48 0.59
C 2.76 0.69 -0.16
C 1.35 -0.96 0.89
C 1.73 1.47 -0.52
C 0.13 -0.18 0.56
C 0.38 1.15 -0.15
C -2.02 1.62 0.27
C -2.73 0.42 0.33
C -0.74 1.97 -0.26
C -0.75 -2.20 -0.85
N -0.86 -0.80 -0.47
O -2.25 -0.76 -0.05
H 3.42 -1.12 0.78
H 3.66 0.89 -0.71
H 1.39 -1.92 1.40
H 1.76 2.43 -1.05
H -0.50 0.05 1.56
H -2.59 2.42 0.67
H -3.72 0.20 0.64
H -0.76 3.00 -0.55
H -1.16 -2.92 -0.07
H -1.33 -2.38 -1.76
H 0.29 -2.60 -1.09

Results
- HOMO energy (alpha / beta): -7.269 / -7.270 eV
- M: 161.2 g/mol
- SMILES: CN1OC=CC=C2C=CC=C[C@@H]21
- Gap between HOMO and LUMO (alpha / beta): 7.26 / 7.27 eV

=====

It turns out run a is the most stable, with the second structure 0.1669 hartree higher.

=====

Run a
# C3H5IO3

2 unconnected molecules or ions with the total composition C3H5IO3 (wB97M-V/def2-TZVPD, OMol25).

CARTESIAN COORDINATES (ANGSTROEM)
C 1.64 0.65 -0.03
C -0.77 -0.90 -0.07
C -0.16 0.12 0.87
O 1.69 1.75 -0.39
O -1.15 -0.13 -1.22
O -0.83 1.37 0.85
I 3.26 -0.82 0.12
H -0.34 -1.82 -0.35
H -1.94 -1.06 0.32
H 0.17 -0.22 1.93
H -0.61 -0.40 -1.95
H -0.96 1.46 -0.08

Results
- HOMO energy: -8.655 eV
- M: 216.0 g/mol
- Gap between HOMO and LUMO: 8.45 eV

=====

Run b
# C3H5IO3

3 unconnected molecules or ions with the total composition C3H5IO3 (wB97M-V/def2-TZVPD, OMol25).

CARTESIAN COORDINATES (ANGSTROEM)
C -2.54 0.65 0.93
C 0.80 0.84 -0.22
C 0.34 0.37 1.10
O -3.10 -0.15 1.55
O 1.54 -0.14 -1.01
O 0.31 -0.77 1.59
I -0.38 -2.76 -2.51
H -0.18 1.01 -0.83
H 1.08 1.85 -0.13
H -0.04 1.19 1.71
H 1.87 -0.86 -0.36
H 0.31 -1.22 -1.83

Results
- HOMO energy: -9.494 eV
- M: 216.0 g/mol
- Gap between HOMO and LUMO: 9.52 eV

=====

Run c
# C3H5IO3

C3H5IO3 in the gas phase (wB97M-V/def2-TZVPD, OMol25).

CARTESIAN COORDINATES (ANGSTROEM)
C -0.44 -0.71 -0.35
C 0.78 1.25 -0.72
C -1.73 -1.22 0.43
O 0.09 -1.26 -1.29
O -2.09 -2.35 -0.26
O -0.07 0.54 0.16
I -3.19 0.34 0.01
H 0.80 0.64 -1.72
H 1.72 1.45 -0.20
H 0.31 2.14 -0.91
H -1.44 -1.38 1.53
H -2.91 -2.73 -0.06

Results
- HOMO energy: -9.720 eV
- M: 216.0 g/mol
- SMILES: COC(=O)[C@H](O)I
- Gap between HOMO and LUMO: 9.76 eV

=====

It turns out run c is the most stable, with the second structure 0.0357 hartree higher.

=====

Run a
# H2N2O3S

H2N2O3S in the gas phase (wB97M-V/def2-TZVPD, OMol25).

CARTESIAN COORDINATES (ANGSTROEM)
N -0.83 -0.04 -2.43
N 0.94 -0.17 1.62
O -1.36 -0.14 0.17
O -0.83 1.13 -2.55
O 1.09 -0.62 0.32
S -0.37 -0.83 -0.62
H -0.06 -0.05 1.80
H 1.42 0.73 1.69

Results
- HOMO energy (alpha / beta): -8.729 / -8.609 eV
- M: 110.1 g/mol
- SMILES: NOS(=O)#[N+][O-]
- Gap between HOMO and LUMO (alpha / beta): 7.21 / 7.26 eV

=====

Run b
# H2N2O3S

2 unconnected molecules or ions with the total composition H2N2O3S (wB97M-V/def2-TZVPD, OMol25).

CARTESIAN COORDINATES (ANGSTROEM)
N 0.48 -0.11 -0.27
N 1.65 2.53 0.59
O 2.42 2.20 -0.26
O 0.76 3.32 0.51
O 0.17 1.53 2.62
S 1.48 1.32 2.05
H 0.79 0.60 -0.80
H 0.98 -1.05 -0.41

Results
- HOMO energy (alpha / beta): -9.405 / -9.402 eV
- M: 110.1 g/mol
- Gap between HOMO and LUMO (alpha / beta): 6.19 / 6.19 eV

=====

It turns out run a is the most stable, with the second structure 0.0696 hartree higher.

=====

Run a
# CH3N3O

2 unconnected molecules or ions with the total composition CH3N3O (wB97M-V/def2-TZVPD, OMol25).

CARTESIAN COORDINATES (ANGSTROEM)
C -1.70 0.97 -1.45
N -2.22 1.42 -2.36
N 0.20 -0.86 0.06
N 1.57 0.30 1.49
O 0.70 0.13 0.61
H 0.40 -1.81 0.44
H -1.06 0.48 -0.65
H 2.11 -0.63 1.84

Results
- HOMO energy (alpha / beta): -10.816 / -10.807 eV
- M: 73.1 g/mol
- Gap between HOMO and LUMO (alpha / beta): 9.77 / 9.80 eV

=====

Run b
# CH3N3O

2 unconnected molecules or ions with the total composition CH3N3O (wB97M-V/def2-TZVPD, OMol25).

CARTESIAN COORDINATES (ANGSTROEM)
C -3.59 -0.08 0.17
N 0.49 0.02 -0.10
N 0.06 -1.08 -0.19
N -2.45 -0.29 0.05
O -4.66 0.32 0.17
H 1.37 0.32 -0.30
H -0.04 0.89 0.20
H -1.55 -0.85 -0.21

Results
- HOMO energy: -9.582 eV
- M: 73.1 g/mol
- Gap between HOMO and LUMO: 9.74 eV

=====

Run c
# CH3N3O

CH3N3O in the gas phase (wB97M-V/def2-TZVPD, OMol25).

CARTESIAN COORDINATES (ANGSTROEM)
C -0.60 0.33 -0.08
N 0.52 0.92 -0.04
N -2.06 1.33 -0.07
N 2.76 0.63 -0.01
O 1.58 0.10 -0.24
H -0.82 -0.73 -0.16
H -2.78 0.62 0.01
H 3.43 -0.10 -0.27

Results
- HOMO energy (alpha / beta): -10.606 / -9.141 eV
- M: 73.1 g/mol
- Gap between HOMO and LUMO (alpha / beta): 10.48 / 7.84 eV

=====

It turns out run b is the most stable, with the second structure 0.1525 hartree higher.

=====

Run a
# H80O40

40 unconnected molecules or ions with the total composition H80O40 (wB97M-V/def2-TZVPD, OMol25).

CARTESIAN COORDINATES (ANGSTROEM)
H -5.33 -0.56 1.76
H -6.02 0.81 1.24
O -5.22 0.34 1.45
H -3.44 3.68 1.31
H -3.92 3.98 -0.08
O -4.15 4.18 0.83
H 1.80 1.25 1.38
H 1.42 1.58 -0.03
O 1.89 0.92 0.47
H 4.36 0.38 3.37
H 4.89 -0.87 2.89
O 4.20 -0.56 3.47
H 6.63 -0.72 -0.02
H 5.55 -0.11 -0.41
O 5.96 -0.36 0.57
H -4.30 1.02 -1.63
O -4.61 1.94 -1.72
H 3.93 2.72 3.08
O 3.87 3.40 2.39
H 1.08 3.69 4.88
H 1.11 5.07 4.22
O 1.42 4.58 4.98
H -1.73 -2.87 3.96
H -1.15 -1.49 4.06
O -2.04 -1.93 3.95
H 2.40 4.07 2.02
H 1.02 3.52 1.72
O 1.44 4.34 1.97
H -4.26 1.17 -4.27
H -4.06 -0.22 -3.86
O -3.55 0.64 -3.85
H -1.28 2.18 -6.06
O -1.47 2.70 -5.29
H -1.95 -4.08 -3.22
H -1.23 -4.35 -4.55
O -1.80 -3.71 -4.12
H -2.74 2.35 -0.18
H -1.92 1.24 -0.82
O -1.85 2.04 -0.30
H 2.45 3.07 -1.96
H 3.97 3.44 -1.94
O 3.32 2.76 -1.65
H -2.18 -0.29 0.69
H -1.63 -1.22 1.80
O -1.39 -0.43 1.29
H -0.61 -5.21 -0.90
H 0.31 -4.01 -1.53
O -0.54 -4.34 -1.25
H -3.71 0.31 5.32
H -3.00 -0.75 5.22
O -2.73 0.13 5.60
H 3.02 -2.29 -3.88
O 2.31 -2.63 -4.41
H 3.18 -3.66 4.87
H 2.06 -2.80 4.73
O 2.20 -3.72 4.99
H 2.65 -4.77 -2.00
O 2.11 -4.89 -2.79
H -3.76 -1.49 -0.95
H -3.98 -2.69 0.13
O -3.58 -1.80 -0.01
H -2.84 -1.90 -3.53
H -2.28 -0.56 -3.17
O -2.72 -1.42 -2.71
H -2.44 -3.55 1.32
H -2.76 -4.49 0.13
O -3.17 -4.03 0.90
H 3.36 1.42 -3.73
H 2.97 2.62 -4.43
O 3.50 1.82 -4.61
H 2.71 0.85 -2.38
H 2.58 -0.36 -3.37
O 2.42 -0.10 -2.46
H 2.83 -1.52 -1.72
H 2.44 -2.43 -0.59
O 3.27 -2.11 -1.08
H -0.70 2.90 5.79
H -1.28 1.65 5.12
O -0.65 2.38 4.99
H 0.10 5.09 -0.05
H 0.00 3.39 -0.23
O 0.23 4.26 -0.53
H -1.07 0.34 -2.03
H -0.11 0.21 -0.90
O -0.17 0.56 -1.80
H -4.86 -2.34 -3.84
H -5.61 -1.25 -3.17
O -5.15 -1.44 -4.03
H 0.35 -4.04 2.36
O -0.15 -4.74 2.85
H 4.63 -4.59 -0.14
H 4.12 -3.56 -1.33
O 4.28 -4.49 -1.10
H 2.28 -3.58 -4.37
H -4.24 2.39 -2.48
H 2.09 -5.74 -3.19
H 4.60 2.94 1.86
H -1.08 3.56 -5.43
H 0.48 -5.45 3.12
O -3.84 4.15 3.80
H -3.57 4.77 3.11
H -4.66 3.81 3.40
O 0.41 -1.83 0.09
H -0.20 -2.04 -0.64
H 0.06 -1.30 0.82
O -0.16 1.74 1.91
H -0.71 2.00 1.12
H -0.58 1.85 2.76
O 1.18 3.57 -3.09
H 0.96 4.01 -2.26
H 0.74 2.73 -3.19
O -2.54 2.31 2.12
H -2.04 3.04 2.49
H -2.81 1.68 2.82
O 5.13 -1.68 -3.12
H 4.52 -2.10 -2.52
H 5.26 -2.20 -3.92
O 2.62 -2.02 1.74
H 3.41 -1.61 1.35
H 1.88 -1.57 1.34

Results
- HOMO energy: -10.003 eV
- M: 720.6 g/mol
- Gap between HOMO and LUMO: 9.53 eV

=====

Run b
# H80O40

40 unconnected molecules or ions with the total composition H80O40 (wB97M-V/def2-TZVPD, OMol25).

CARTESIAN COORDINATES (ANGSTROEM)
H -1.24 3.11 -2.28
H 0.12 3.20 -1.45
O -0.82 3.42 -1.47
H 4.29 0.03 2.49
H 5.12 -1.17 1.94
O 4.58 -0.86 2.67
H -0.86 -0.10 -4.99
H -0.34 0.56 -3.66
O -0.69 0.72 -4.54
H -3.07 1.39 -1.44
H -2.16 2.37 -0.64
O -2.58 1.50 -0.64
H -1.03 3.13 5.11
H 0.09 2.20 5.17
O -0.23 2.97 5.65
H -4.58 -3.37 -2.50
O -4.09 -2.86 -1.85
H -0.39 5.00 3.29
O 0.31 5.11 3.94
H -0.68 3.98 0.94
H -2.01 3.96 0.37
O -1.58 3.77 1.21
H -3.10 -2.17 3.62
H -3.05 -2.04 5.19
O -2.91 -2.63 4.45
H -2.09 4.59 3.38
H -2.33 2.98 3.31
O -2.14 3.76 3.83
H 4.02 -3.77 0.28
H 3.43 -3.47 -1.10
O 4.07 -3.17 -0.47
H 0.27 -2.67 5.30
O 0.77 -2.02 4.79
H -1.06 0.82 6.11
H -1.25 -0.75 5.99
O -1.68 0.11 6.02
H 0.90 -4.04 1.62
H 0.37 -5.38 0.86
O 1.12 -4.89 1.19
H 3.71 4.17 -2.59
H 4.28 2.82 -2.79
O 3.84 3.53 -3.30
H 5.47 -0.56 0.55
H 4.90 -0.97 -0.92
O 5.04 -0.30 -0.25
H 4.45 1.47 -0.43
H 5.24 2.83 -0.64
O 4.45 2.36 -0.80
H -0.24 1.00 0.44
H 0.62 2.13 1.07
O 0.06 1.91 0.32
H 0.77 3.49 -5.46
O -0.05 3.13 -5.12
H 2.97 0.80 -2.62
H 2.69 -0.50 -3.43
O 3.12 -0.14 -2.65
H 0.58 1.40 3.86
O 1.49 1.22 3.59
H -3.79 3.93 -3.10
H -3.92 2.60 -3.74
O -3.54 3.01 -2.97
H 4.49 2.00 4.54
H 3.88 1.96 3.00
O 3.95 1.58 3.87
H 1.57 1.41 -1.47
H 0.20 1.20 -1.31
O 0.91 0.87 -1.91
H -0.65 -4.09 2.43
H -1.18 -2.73 2.51
O -0.33 -3.19 2.63
H -1.19 -3.68 0.24
H -2.61 -3.81 -0.41
O -1.69 -4.10 -0.46
H -1.31 1.23 2.55
H -1.95 -0.05 3.09
O -1.65 0.82 3.36
H -1.19 -4.25 -2.14
H -1.55 -4.29 -3.72
O -1.10 -4.70 -2.99
H -3.87 -3.97 2.79
H -4.19 -3.32 1.42
O -3.48 -3.67 1.96
H 0.40 -5.89 -2.60
H 1.02 -5.14 -1.58
O 0.99 -6.07 -1.85
H 2.86 -5.76 -0.61
H 3.17 -5.32 -2.01
O 3.60 -5.52 -1.17
H -4.11 0.01 -3.30
O -4.73 -0.07 -2.57
H -1.79 -2.44 -1.17
H -1.43 -1.17 -1.47
O -1.98 -1.84 -1.92
H -0.01 2.23 -5.49
H -4.38 -1.93 -1.89
H 1.96 1.08 4.41
H 0.35 4.26 4.39
H 0.54 -2.32 3.90
H -4.24 0.36 -1.85
O 2.27 -1.09 0.11
H 2.75 -1.88 0.37
H 2.48 -0.80 -0.78
O 1.80 -1.67 -5.16
H 1.77 -2.10 -6.02
H 2.64 -1.21 -5.24
O -0.64 6.22 -1.70
H -1.08 5.36 -1.83
H 0.24 5.91 -1.51
O -0.25 -1.43 -0.06
H -0.20 -2.07 0.64
H 0.71 -1.14 -0.12
O -4.08 -0.11 3.50
H -3.85 -0.06 4.43
H -4.09 0.75 3.10
O -3.45 0.05 -5.61
H -2.78 0.75 -5.64
H -2.94 -0.75 -5.55
O 1.15 4.01 -3.03
H 0.25 4.27 -3.19
H 1.71 3.45 -3.57

Results
- HOMO energy: -10.245 eV
- M: 720.6 g/mol
- Gap between HOMO and LUMO: 9.80 eV

=====

It turns out run b is the most stable, with the second structure 0.0508 hartree higher.